(1)
Molecular formula: C52H50I2N6O3Ti
Method: DFT, wB97M-V/def2-TZVPD

Output
**Energy relative to the best compared isomer or geometry (same formula, charge and spin)**: 1.0572 eV
**Spin multiplicity**: 2
**M**: 1108.69 g mol⁻¹
**LUMO energy (spin up / spin down)**: 1.68 / 1.66 eV
**Total charge**: -1
**HOMO (spin up / spin down)**: -3.865 / -5.321 eV

Cartesian coordinates (Å):
Ti -0.1914 0.8072 -0.2665
C 3.1949 4.0782 2.3491
C 3.1614 2.8458 1.4346
C 4.3926 2.8533 0.5250
C 3.0552 1.5802 2.2606
C 4.1951 1.1412 2.9299
C 4.1561 0.0672 3.7959
C 2.9549 -0.5851 4.0081
C 1.8008 -0.2014 3.3351
C 0.5048 -0.9507 3.5935
C -0.3022 -0.2621 4.6994
C 0.7328 -2.4236 3.9418
C 1.8565 0.8750 2.4346
N 0.6475 1.2682 1.7499
C 0.0620 2.3090 2.3808
O 0.4409 2.9108 3.3827
C -1.2422 2.7001 1.7638
C -2.0209 3.7366 2.2331
C -3.2564 3.9442 1.6362
C -3.6909 3.0764 0.6457
C -2.8549 2.0514 0.2452
N -1.6399 1.9030 0.7777
C -3.3489 0.8834 -0.5682
O -4.5009 0.9295 -1.0144
N -2.4726 -0.1126 -0.5307
C -2.9870 -1.3879 -0.8924
C -3.2601 -1.7629 -2.2158
C -3.7342 -3.0493 -2.4649
C -3.9643 -3.9496 -1.4415
C -3.7379 -3.5568 -0.1315
C -3.2550 -2.2857 0.1580
C -3.1094 -1.8287 1.5965
C -4.3505 -1.0361 2.0214
C -2.8601 -2.9690 2.5787
C -3.1170 -0.8094 -3.3867
C -2.3867 -1.4434 -4.5767
C -4.4922 -0.3113 -3.8472
H 3.2351 4.9887 1.7444
H 2.3154 4.1178 2.9898
H 4.0862 4.0511 2.9842
H 2.2733 2.9168 0.8095
H 5.3100 2.9868 1.1050
H 4.4760 1.9320 -0.0507
H 4.3234 3.6852 -0.1789
H 5.1295 1.6678 2.7786
H 5.0547 -0.2606 4.3052
H 2.9240 -1.4168 4.6983
H -0.0945 -0.9073 2.6794
H 0.2334 -0.3412 5.6498
H -0.4447 0.7981 4.4877
H -1.2816 -0.7349 4.8177
H 1.2290 -2.5316 4.9078
H -0.2185 -2.9477 4.0122
H 1.3465 -2.9256 3.1894
H -1.6423 4.3346 3.0492
H -3.8922 4.7556 1.9686
H -4.6696 3.1352 0.1912
H -3.9442 -3.3415 -3.4875
H -4.3372 -4.9436 -1.6581
H -3.9428 -4.2524 0.6723
H -2.2598 -1.1427 1.6377
H -5.2223 -1.6967 2.0457
H -4.2145 -0.6090 3.0193
H -4.5681 -0.2284 1.3211
H -3.7374 -3.6126 2.6772
H -2.0175 -3.5920 2.2711
H -2.6460 -2.5635 3.5691
H -2.5508 0.0564 -3.0421
H -3.0421 -2.1345 -5.1142
H -2.0783 -0.6702 -5.2837
H -1.4997 -1.9979 -4.2693
H -5.0782 -1.1427 -4.2524
H -5.0378 0.1341 -3.0169
H -4.3749 0.4384 -4.6345
C 4.3989 -2.7857 -0.0553
C 4.6861 -1.8428 -1.0349
C 3.8452 -0.7638 -1.2554
C 2.6764 -0.6074 -0.4987
C 2.3842 -1.5734 0.4609
C 3.2394 -2.6367 0.6918
N 1.7973 0.4812 -0.7019
N 2.3116 1.3859 -1.5451
C 1.6167 2.5599 -1.5877
C 2.1735 3.6259 -2.3083
C 1.5333 4.8500 -2.3259
C 0.3318 5.0173 -1.6412
C -0.2285 3.9506 -0.9378
C 0.3989 2.7175 -0.8838
H 5.0646 -3.6211 0.1236
H 5.5815 -1.9445 -1.6369
H 4.0723 -0.0290 -2.0129
H 1.4775 -1.4803 1.0416
H 2.9974 -3.3571 1.4650
H 3.1030 3.4615 -2.8406
H 1.9628 5.6782 -2.8770
H -0.1770 5.9735 -1.6594
H -1.1815 4.1111 -0.4456
I -0.0972 2.1006 -5.0684
C 0.4976 0.2842 -4.2451
C 1.2171 -0.6459 -5.0185
C 1.5153 -1.8822 -4.5185
I 2.6075 -3.2007 -5.7253
C 1.0843 -2.2690 -3.2236
C 1.2398 -3.5493 -2.6412
C 0.6940 -3.8063 -1.4195
C 0.0410 -2.7703 -0.7260
N -0.0741 -1.5600 -1.2025
C 0.4019 -1.3101 -2.4548
C 0.1186 0.0007 -2.9538
O -0.5255 0.8213 -2.1645
H 1.5249 -0.3738 -6.0183
H 1.7794 -4.3179 -3.1789
H 0.7821 -4.7824 -0.9626
H -0.3933 -2.9499 0.2528

Atoms 1-6, force components in eV/Å:
Ti -0.6 -0.8 0.1
C 0.0 0.0 0.0
C 0.0 0.0 0.0
C -0.1 0.0 0.0
C 0.1 0.0 0.0
C 0.0 0.0 0.0

Here are the Mulliken charges for atoms 1 to 2, given in e: -0.6248, -1.7454

(2)
Molecular formula: C52H51BCsFN14O5
Method: DFT, wB97M-V/def2-TZVPD

Output
**Energy relative to the best compared isomer or geometry (same formula, charge and spin)**: 0.0000 eV
**Spin multiplicity**: 2
**M**: 1114.79 g mol⁻¹
**LUMO energy**: -0.35 eV
**Total charge**: -1
**HOMO**: -4.208 eV

Cartesian coordinates (Å):
Cs 1.9873 1.3243 0.4191
C -0.1723 1.8189 7.3991
C 0.9335 2.0906 6.5794
N 0.6655 1.8437 5.3061
N -0.6077 1.3999 5.2763
C -1.1361 1.3803 6.5175
B -1.3395 1.0964 3.9263
N -0.6899 -0.1049 3.2136
C 0.5907 -0.5409 3.2616
C 0.6909 -1.6731 2.4841
C -0.6145 -1.8501 1.9926
N -1.4352 -0.9089 2.4207
N -1.2946 2.3815 3.0722
C -1.7639 3.5991 3.4195
C -1.3621 4.4993 2.4643
C -0.6146 3.7260 1.5565
N -0.5828 2.4565 1.9321
N -2.7864 0.6997 4.3188
C -3.1911 -0.5089 4.7566
C -4.4689 -0.3801 5.2481
C -4.7645 0.9815 5.0646
N -3.7469 1.6252 4.5172
H -0.2649 1.9296 8.4655
H 1.9071 2.4610 6.8566
H -2.1527 1.0728 6.6862
H 1.3268 0.0048 3.8276
H 1.5742 -2.2471 2.2567
H -0.9873 -2.6240 1.3367
H -2.3607 3.7230 4.3051
H -1.5767 5.5536 2.4307
H -0.1168 4.0192 0.6426
H -2.5495 -1.3662 4.6659
H -5.0916 -1.1557 5.6592
H -5.6693 1.5186 5.3031
C 4.5975 -0.0765 2.8561
C 4.4521 1.1226 3.7428
C 4.5218 1.0092 5.1144
C 4.4077 2.1312 5.9278
C 4.2031 3.3986 5.3805
C 4.1525 3.5809 4.0191
C 3.8293 4.9240 3.4399
C 4.3286 2.4351 3.1672
N 4.3683 2.5171 1.8395
C 5.2061 3.3945 1.1660
O 6.2063 3.8298 1.7109
C 4.9951 3.5943 -0.3107
C 6.0903 4.0237 -1.0429
C 5.9280 4.1787 -2.4116
C 4.6985 3.9148 -2.9754
C 3.6354 3.4912 -2.1669
N 3.7996 3.3472 -0.8510
C 2.3273 3.1660 -2.9320
O 2.2817 3.6669 -4.0778
N 1.4940 2.3293 -2.3519
C 0.5672 1.6934 -3.1915
C 0.9990 0.7534 -4.1453
C 2.4674 0.4876 -4.3167
C 0.0609 0.0434 -4.8879
C -1.3039 0.2466 -4.7214
C -1.7260 1.1652 -3.7700
C -0.8119 1.8724 -2.9974
C -1.2820 2.8149 -1.9257
H 4.6688 -0.9894 3.4441
H 5.4722 0.0023 2.2121
H 3.7340 -0.1674 2.1987
H 4.6548 0.0308 5.5570
H 4.4431 2.0160 7.0035
H 4.0531 4.2473 6.0359
H 3.4880 5.5980 4.2235
H 3.0370 4.8419 2.6951
H 4.7025 5.3600 2.9563
H 7.0279 4.2166 -0.5429
H 6.7587 4.5008 -3.0283
H 4.4979 4.0288 -4.0299
H 2.9129 0.2300 -3.3523
H 2.9752 1.3749 -4.6984
H 2.6315 -0.3368 -5.0148
H 0.4182 -0.6774 -5.6182
H -2.0246 -0.2958 -5.3269
H -2.7874 1.3391 -3.6140
H -2.3590 2.9837 -1.9939
H -0.7687 3.7746 -1.9976
H -1.0669 2.4090 -0.9340
F -4.5143 -0.9232 -2.4306
C -3.4025 -1.6992 -2.3138
C -2.2982 -1.2346 -1.6618
C -1.1480 -2.0152 -1.6429
C 0.0743 -1.3805 -1.0701
O -0.0434 -0.2434 -0.6590
C 1.2587 -2.2319 -1.0789
C 1.1466 -3.4806 -1.5687
N 0.0153 -4.0431 -2.1302
C 0.0859 -5.3378 -2.7306
C 0.7862 -6.4304 -1.9915
C -0.7101 -6.4641 -2.1318
C -1.1364 -3.2861 -2.2228
C -2.2786 -3.7392 -2.8920
C -3.4018 -2.9332 -2.9498
N -4.5182 -3.3488 -3.7421
C -5.8282 -3.3529 -3.1182
C -6.7839 -4.0796 -4.0879
N -5.9336 -4.8098 -5.0847
C -5.2206 -3.8394 -5.9868
C -4.5816 -2.7749 -5.0754
C 2.6840 -1.8190 -0.6370
O 3.0265 -0.6843 -1.0200
O 3.3122 -2.6752 0.0066
H -2.2582 -0.2578 -1.1973
H 2.0142 -4.1248 -1.5438
H 0.1900 -5.3360 -3.8128
H 1.1836 -6.1876 -1.0171
H 1.3792 -7.1207 -2.5735
H -1.2881 -6.2258 -1.2500
H -1.1495 -7.1856 -2.8080
H -2.3044 -4.7036 -3.3800
H -6.2241 -2.3525 -2.9184
H -5.7547 -3.8820 -2.1677
H -7.3988 -3.3870 -4.6604
H -7.4307 -4.7974 -3.5885
H -6.4712 -5.4867 -5.6215
H -5.2007 -5.2869 -4.5491
H -5.9583 -3.4339 -6.6772
H -4.4763 -4.4077 -6.5424
H -5.1651 -1.8456 -5.1016
H -3.5752 -2.5397 -5.4156

Atoms 1-6, force components in eV/Å:
Cs -0.4 0.5 0.6
C -0.1 0.0 0.0
C 0.0 0.0 0.0
N 0.0 0.0 -0.1
N 0.0 0.0 0.0
C 0.0 0.0 0.0

Here are the Mulliken charges for atoms 1 to 2, given in e: 1.7566, -1.2450